# 1
Computed, not measured: 7 unconnected molecules or ions with the total composition C23H44BrF2NO9S at a distorted geometry, with wB97M-V/def2-TZVPD.

XYZ file:
```
81
Properties=species:S:1:pos:R:3:lowdin_charge:R:1
C -1.17114 1.91681 -3.56557 -0.111
C -2.11464 3.11735 -3.63424 -0.153
C -3.38826 2.87258 -4.39610 -0.385
F -3.17032 2.66338 -5.71482 0.066
N -4.24984 1.80746 -3.81279 -0.128
C -4.47872 0.63618 -4.67040 -0.191
C -3.23931 -0.24340 -4.83158 -0.756
O -2.56725 -0.25751 -5.82350 0.063
Br -2.83456 -1.34886 -3.28374 0.790
S -5.70090 2.43401 -3.35173 0.579
O -6.50296 1.42371 -2.77769 -0.237
O -6.31793 3.20215 -4.36571 -0.209
F -5.21603 3.32716 -2.20183 -0.087
H -1.07676 1.37926 -4.49423 0.052
H -1.49443 1.23389 -2.78946 0.048
H -0.18916 2.25379 -3.26871 0.074
H -1.61023 3.94746 -4.11602 0.120
H -2.39424 3.38820 -2.62214 0.114
H -3.95631 3.80054 -4.35039 0.132
H -4.91500 0.86577 -5.63440 0.136
H -5.19050 0.01364 -4.13899 0.097
C 1.68672 -2.14670 -4.40714 -0.017
C 1.49667 -0.89146 -3.58988 -0.476
C 2.49693 -0.62842 -2.49751 -0.014
O 0.57549 -0.13617 -3.80694 0.034
H 0.89888 -2.21441 -5.15479 0.079
H 2.65356 -2.12016 -4.91212 0.083
H 1.63758 -3.02311 -3.75926 0.086
H 3.49914 -0.53591 -2.92023 0.091
H 2.47466 -1.44221 -1.77183 0.056
H 2.24348 0.30070 -1.99082 0.079
C 5.07568 -1.61598 0.92397 -0.007
C 3.67505 -2.15638 1.07609 -0.483
C 3.17318 -2.37560 2.47950 -0.012
O 2.98462 -2.39927 0.11429 0.058
H 5.30757 -1.50380 -0.13307 0.084
H 5.15166 -0.64188 1.40939 0.069
H 5.79272 -2.30470 1.37351 0.087
H 3.16935 -1.42842 3.02234 0.078
H 3.80692 -3.09793 2.99742 0.089
H 2.15722 -2.76117 2.44119 0.071
C -6.24018 -0.85618 -0.29319 -0.018
C -5.63432 -2.19895 -0.61989 -0.521
C -6.48901 -3.16328 -1.40669 -0.023
O -4.51518 -2.48910 -0.27042 0.039
H -5.52235 -0.26506 0.27092 0.085
H -6.49158 -0.32253 -1.21184 0.055
H -7.14093 -0.98920 0.30857 0.087
H -6.75022 -2.72760 -2.37240 0.083
H -7.40022 -3.39339 -0.85242 0.084
H -5.93456 -4.08404 -1.57314 0.081
C 3.11779 0.86719 6.35850 -0.018
C 2.94132 1.51944 5.01086 -0.492
C 1.69792 2.34382 4.80064 -0.012
O 3.76448 1.38057 4.13438 0.048
H 4.04988 0.30638 6.36638 0.082
H 3.15605 1.62499 7.14298 0.085
H 2.29129 0.18024 6.54586 0.069
H 1.67066 3.16888 5.51451 0.086
H 0.81422 1.71678 4.92718 0.082
H 1.70008 2.75097 3.79183 0.079
C -0.15521 -2.64626 6.39351 -0.019
C -0.01752 -2.20899 4.95532 -0.499
C -0.77444 -3.00300 3.92062 -0.020
O 0.66978 -1.26351 4.64499 0.057
H 0.43790 -1.99298 7.02985 0.074
H -1.19961 -2.58810 6.70286 0.087
H 0.20188 -3.67061 6.50798 0.087
H -1.84488 -2.95996 4.12597 0.088
H -0.44329 -4.04265 3.93168 0.088
H -0.58860 -2.58413 2.93426 0.083
C 6.29787 3.00339 -0.13713 -0.024
C 4.88795 2.48650 0.03129 -0.503
C 4.38094 2.32796 1.44305 -0.043
O 4.20155 2.21164 -0.92554 0.063
H 6.53512 3.06850 -1.19671 0.079
H 6.38721 3.99570 0.30733 0.083
H 7.00450 2.32460 0.34306 0.083
H 4.38881 3.28976 1.95692 0.089
H 5.00400 1.62144 1.98831 0.061
H 3.36228 1.95017 1.41975 0.081
```

Results
Net charge ... 0
LUMO level ... 0.53 eV
HOMO ... -8.9 eV
Frontier orbital gap ... 9.47 eV

---

# 2
Computed, not measured: a molecular structure, C23H44FeNOP3 at a distorted geometry, with wB97M-V/def2-TZVPD.

XYZ file:
```
73
Properties=species:S:1:pos:R:3:lowdin_charge:R:1
Fe -0.35596 -0.00292 0.64019 0.393
P -0.14868 0.49417 2.92662 0.768
P -2.52136 -0.52785 0.92855 0.757
P 1.57202 1.11497 0.00121 0.815
H -3.95535 1.32197 -2.23713 0.056
C -3.33457 1.09129 -3.10855 -0.067
C -2.98757 -0.12221 -3.57365 -0.063
H -3.32490 -1.09409 -3.19370 0.072
C -0.42160 2.29068 3.23653 -0.210
C -1.27513 -0.26449 4.16803 -0.227
C 1.44442 0.16118 3.77071 -0.222
C -3.12127 -0.98090 -0.73423 -0.245
C -3.06695 -2.02816 1.83009 -0.198
C -3.66911 0.81498 1.40633 -0.209
C 2.51333 0.86882 -1.54468 -0.196
C 3.02247 1.09197 1.13871 -0.191
C 1.05517 2.88288 -0.05638 -0.193
H -3.10054 1.96155 -3.74001 0.081
H -2.47441 -0.16723 -4.53966 0.087
H -0.41656 2.47160 4.32167 0.083
H -1.39637 2.58291 2.82106 0.049
H 0.37098 2.88186 2.75664 0.040
H -1.03920 0.14090 5.16070 0.081
H -1.12172 -1.35164 4.18755 0.055
H -2.32531 -0.05479 3.93349 0.043
H 2.14968 0.98573 3.61896 0.043
H 1.89887 -0.76494 3.39446 0.021
H 1.26573 0.05092 4.84821 0.078
H -3.82685 -1.82169 -0.68018 0.087
H -2.27695 -1.25215 -1.38438 0.019
H -3.62429 -0.12114 -1.17987 0.012
H -4.03002 -1.83678 2.32333 0.086
H -2.31698 -2.31127 2.57642 0.029
H -3.18723 -2.85305 1.11392 0.068
H -4.68101 0.40817 1.54319 0.084
H -3.68695 1.57689 0.61312 0.063
H -3.32636 1.28626 2.33519 0.032
H 3.57789 1.05471 -1.36150 0.076
H 2.14834 1.54201 -2.32481 0.042
H 2.38923 -0.16177 -1.88908 0.045
H 3.92861 1.36567 0.58111 0.076
H 3.17390 0.08072 1.53585 0.048
H 2.91472 1.80422 1.96572 0.053
H 1.36118 3.31619 -1.01838 0.065
H 1.53834 3.42751 0.76722 0.065
H -0.03346 2.98265 0.04164 0.052
C 0.07139 -0.15630 -3.32177 -0.422
C -0.34595 1.11134 -2.73548 -0.122
C -0.04808 2.31799 -3.37467 -0.059
C 0.71254 2.32358 -4.53916 0.001
C 1.21561 1.12533 -5.06632 -0.009
C 0.95190 -0.08824 -4.46555 0.057
O -0.32151 -1.26628 -2.83118 -0.003
H 0.16942 0.33358 -0.98228 0.081
H -1.20685 1.07380 -2.06976 0.075
H -0.43016 3.25190 -2.94225 0.135
H 0.90717 3.27222 -5.05335 0.143
H 1.82446 1.17198 -5.97036 0.139
H 1.33053 -1.04117 -4.83594 0.144
N 0.06383 -2.02709 -0.04163 0.033
C 1.29673 -2.58171 0.43434 -0.295
C 1.46876 -2.83674 1.79956 -0.047
C 2.76346 -2.99300 2.30273 -0.061
C 3.86183 -2.96202 1.43910 -0.040
C 3.67224 -2.80912 0.06506 -0.034
C 2.38315 -2.62960 -0.44924 -0.023
H -0.74728 -2.56341 0.26478 0.104
H 0.00775 -1.94633 -1.07289 0.073
H 0.60864 -2.87652 2.47120 0.116
H 2.91079 -3.14888 3.37196 0.130
H 4.87512 -3.05391 1.83304 0.131
H 4.51202 -2.83052 -0.62864 0.129
H 2.21426 -2.50722 -1.52155 0.122
```

Results
Net charge ... +3
LUMO level (spin up / spin down) ... -10.54 / -11.63 eV
Relative energy (zero: lowest compared OMol25 entry of this formula, charge and spin) ... 23.1 kcal per mole
HOMO (spin up / spin down) ... -17.1 / -17.3 eV
Frontier orbital gap (spin up / spin down) ... 6.56 / 5.71 eV
2S+1 ... 6

---

# 3
Computed, not measured: a molecular structure, C23H44InNP3Se at a distorted geometry, with wB97M-V/def2-TZVPD.

XYZ file:
```
73
Properties=species:S:1:pos:R:3:lowdin_charge:R:1
In -0.38394 0.42477 0.98148 0.626
P -0.86714 -1.60498 -1.78171 0.739
P 1.46011 -1.81669 0.85335 0.698
P -1.08779 1.87824 -1.23313 0.707
H 3.85480 3.73245 3.35494 0.048
C 2.82393 4.06683 3.52987 -0.051
C 1.71184 3.34813 3.29076 -0.089
H 1.60312 2.28818 3.06973 -0.016
C 0.26965 -1.98506 -3.17203 -0.285
C -1.27833 -3.33755 -1.25417 -0.257
C -2.40810 -1.34775 -2.83922 -0.249
C 2.78364 -1.27890 2.01148 -0.257
C 0.78740 -3.31196 1.72711 -0.233
C 2.46913 -2.67843 -0.43381 -0.262
C -0.61842 3.60798 -0.76681 -0.245
C -2.93552 1.96861 -1.32684 -0.223
C -0.63354 1.83681 -2.99670 -0.248
H 2.82165 5.02893 4.10163 0.088
H 0.76022 3.86748 3.39164 0.056
H -0.25238 -2.65528 -3.86598 0.064
H 1.18167 -2.45410 -2.81109 0.017
H 0.54707 -1.05988 -3.66858 0.026
H -1.73138 -3.81881 -2.13710 0.066
H -2.00089 -3.33722 -0.42565 0.036
H -0.37547 -3.88263 -0.95353 0.026
H -2.29641 -2.06906 -3.67176 0.062
H -2.44769 -0.31906 -3.22589 0.007
H -3.32532 -1.56598 -2.27104 0.043
H 3.39007 -2.12838 2.36561 0.076
H 2.34756 -0.77289 2.87925 0.049
H 3.43420 -0.54569 1.52196 0.035
H 1.59365 -4.01652 1.97820 0.075
H 0.04514 -3.81269 1.08848 0.033
H 0.25930 -3.00913 2.63918 0.033
H 3.21250 -3.33553 0.04174 0.083
H 3.01076 -1.94581 -1.05081 0.000
H 1.84720 -3.27515 -1.11476 0.035
H -1.14992 4.32851 -1.41382 0.073
H 0.47396 3.72776 -0.86831 0.046
H -0.87298 3.79899 0.29006 0.056
H -3.21258 2.99412 -1.58323 0.070
H -3.35072 1.69449 -0.35048 0.038
H -3.31843 1.26265 -2.07480 0.044
H -0.78750 2.83274 -3.42186 0.079
H -1.21589 1.12478 -3.57869 0.038
H 0.41749 1.56832 -3.11939 -0.007
C 3.26349 1.88306 -1.12014 -0.583
C 3.46677 2.36293 0.19650 -0.085
C 4.16132 3.53486 0.38020 -0.002
C 4.76488 4.18029 -0.69505 0.067
C 4.67069 3.66555 -1.99329 0.014
C 3.91827 2.52071 -2.19316 -0.047
Se 2.12139 0.47990 -1.34977 1.050
H 0.94922 1.58520 1.33481 -0.043
H 3.03225 1.87722 1.06634 0.072
H 4.24958 3.92262 1.37844 0.091
H 5.37209 5.06665 -0.58629 0.146
H 5.18240 4.16180 -2.81741 0.144
H 3.77791 2.11939 -3.19211 0.127
C -5.48299 -3.34088 2.71522 -0.007
C -4.33800 -2.53931 2.17654 -0.218
C -4.43872 -1.91704 0.92512 0.032
C -3.42556 -1.05505 0.50700 -0.124
N -2.29019 -0.88447 1.22565 -0.064
C -2.13155 -1.59150 2.37058 -0.141
C -3.14847 -2.39405 2.89320 0.033
H -6.35532 -2.70123 2.93944 0.117
H -5.82166 -4.06548 1.96204 0.108
H -5.16093 -3.87336 3.62294 0.099
H -5.31688 -2.09931 0.29325 0.148
H -3.47551 -0.52920 -0.45009 0.081
H -1.14953 -1.46970 2.87960 0.096
H -2.95066 -2.91523 3.82517 0.138
```

Results
Net charge ... +3
LUMO level (spin up / spin down) ... -12.29 / -12.45 eV
Relative energy (zero: lowest compared OMol25 entry of this formula, charge and spin) ... 47.6 kcal per mole
HOMO (spin up / spin down) ... -16.5 / -16.5 eV
Frontier orbital gap (spin up / spin down) ... 4.20 / 4.06 eV